# 1
A 2-piece molecular cluster, C2H2F3I overall, computed with wB97M-V/def2-TZVPD.

Summary:
HOMO level (spin up / spin down)   -8.4 / -8.9 eV
F_max   0.0701 Eh/bohr
HOMO-LUMO gap (spin up / spin down)   8.5 / 8.8 eV
Energy relative to the best compared isomer or geometry (same formula, charge and spin)   384.9 kJ/mol
E_tot   -18355.2366 eV

Each line ends with the Löwdin charge.
Positions of all 8 atoms, in Å:
C: -0.881327 0.903387 -0.217432  -0.272
C: 0.760789 -1.068660 0.325658  -0.753
F: -0.021922 1.677775 -0.921598  -0.024
F: -1.317212 1.502499 0.846092  0.072
F: 0.646210 -1.216592 1.646355  -0.088
I: 2.558616 -0.492134 -0.528426  0.831
H: -1.835318 0.506932 -0.833826  0.154
H: 0.090167 -1.813208 -0.316824  0.080

Cartesian forces, eV/Å:
-0.62 -2.13 -2.36
-3.06 -0.23 -1.89
-0.88 -0.34 0.46
0.07 0.73 1.15
0.44 -0.11 -0.38
-0.16 -0.17 0.37
2.44 0.79 0.95
1.77 1.46 1.69

***

# 2
A 2-piece molecular cluster, C2H2F3NO overall, computed with wB97M-V/def2-TZVPD.

Summary:
HOMO level (spin up / spin down)   -8.2 / -8.2 eV
F_max   0.0735 Eh/bohr
HOMO-LUMO gap (spin up / spin down)   7.8 / 7.8 eV
Energy relative to the best compared isomer or geometry (same formula, charge and spin)   516.5 kJ/mol
E_tot   -13791.7464 eV

Each line ends with the Löwdin charge.
Positions of all 9 atoms, in Å:
C: 0.624747 -0.382267 -0.023031  -0.144
C: -0.769428 0.085631 -0.227989  -0.459
N: 0.512434 0.439909 2.095390  0.116
O: 1.254609 1.299949 2.113087  0.024
F: 0.731010 -1.708501 -0.000316  0.020
F: -1.050940 0.257279 -1.507363  0.073
F: -1.099180 1.281214 0.346646  0.037
H: 1.559788 0.145446 -0.402324  0.149
H: -1.439593 -0.803947 0.113603  0.184

Cartesian forces, eV/Å:
1.08 2.34 2.76
-0.90 -2.26 0.81
0.54 -0.99 -2.22
0.08 0.35 0.46
0.00 -0.50 -0.25
-0.45 0.32 -2.35
0.33 -0.38 0.38
-1.48 -0.64 0.38
0.80 1.77 0.04

***

# 3
A 2-piece molecular cluster, C2H2F3NO2 overall, computed with wB97M-V/def2-TZVPD.

Summary:
HOMO level (spin up / spin down)   -9.8 / -9.6 eV
F_max   0.0838 Eh/bohr
HOMO-LUMO gap (spin up / spin down)   9.1 / 8.7 eV
Energy relative to the best compared isomer or geometry (same formula, charge and spin)   627.4 kJ/mol
E_tot   -15837.9452 eV

Each line ends with the Löwdin charge.
Positions of all 10 atoms, in Å:
C: -0.282324 0.796468 -0.220687  -0.024
C: -1.278081 -0.234286 -0.063138  -0.417
N: 1.872398 -0.381358 0.264891  -0.271
O: 1.971387 -1.117339 1.155725  0.144
O: 2.539887 0.163887 -0.513591  0.131
F: 0.311519 0.999518 -1.456132  0.000
F: -1.725418 -0.250683 1.248132  0.024
F: -0.856268 -1.498773 -0.245826  0.062
H: -0.268658 1.686909 0.506534  0.160
H: -2.284441 -0.164339 -0.675907  0.191

Cartesian forces, eV/Å:
2.51 2.25 -0.15
-4.03 -1.52 0.05
-2.99 1.22 -0.34
0.87 -1.39 1.44
1.89 0.34 -0.97
-1.62 -0.21 1.83
0.43 0.86 -0.20
0.85 -0.39 -0.77
0.04 -1.49 -1.50
2.04 0.34 0.62

***

# 4
C2H2FHgO as an isolated structure, computed with wB97M-V/def2-TZVPD.

Summary:
HOMO level (spin up / spin down)   -7.7 / -9.1 eV
F_max   0.0824 Eh/bohr
HOMO-LUMO gap (spin up / spin down)   7.2 / 7.6 eV
Energy relative to the best compared isomer or geometry (same formula, charge and spin)   85.4 kJ/mol
E_tot   -11040.3868 eV
Expectation value of S²   0.82
2S+1   2

Each line ends with the Löwdin spin population.
Positions of all 7 atoms, in Å:
O: 0.604793 -0.838016 -1.122299  0.151
C: -0.487496 -0.644037 -0.656562  0.225
C: -0.902123 0.144412 0.405654  -0.065
H: -1.227043 -0.383352 1.307551  -0.004
F: -1.756415 1.166565 0.114006  -0.029
Hg: 2.699445 -0.148251 -0.702301  0.443
H: 1.068839 0.702682 0.653954  0.280

Cartesian forces, eV/Å:
-3.89 -1.47 -0.80
2.88 0.10 -0.74
-0.92 1.05 0.75
0.30 0.12 -0.11
0.67 -0.56 0.18
1.41 1.02 0.93
-0.46 -0.26 -0.21

***

# 5
C2H2FIS in the gas phase, computed with wB97M-V/def2-TZVPD.

Summary:
HOMO level   -9.4 eV
F_max   0.0638 Eh/bohr
HOMO-LUMO gap   8.9 eV
SMILES   FC(=S)CI
Energy relative to the best compared isomer or geometry (same formula, charge and spin)   15.6 kJ/mol
E_tot   -23758.6926 eV

Each line ends with the Löwdin charge.
Positions of all 7 atoms, in Å:
C: -0.326271 0.813049 -0.226258  -1.032
C: 0.094639 -0.605545 0.106539  -0.775
F: -0.429826 1.068770 -1.478908  0.053
S: -0.663193 1.890029 0.914196  0.761
I: 2.147107 -0.765451 0.170232  0.862
H: -0.447293 -1.028575 1.031385  0.084
H: -0.375166 -1.372279 -0.517183  0.048

Cartesian forces, eV/Å:
-0.21 -0.99 2.82
-2.88 -1.22 0.97
0.09 0.15 -1.99
0.00 0.24 -0.14
0.87 -0.24 0.06
1.47 1.57 -0.56
0.66 0.48 -1.15

***

# 6
A 2-piece molecular cluster, C2H2FIS overall, computed with wB97M-V/def2-TZVPD.

Summary:
HOMO level (spin up / spin down)   -7.0 / -9.3 eV
F_max   0.0758 Eh/bohr
HOMO-LUMO gap (spin up / spin down)   7.0 / 7.1 eV
Energy relative to the best compared isomer or geometry (same formula, charge and spin)   279.4 kJ/mol
E_tot   -23753.8215 eV
Expectation value of S²   2.01
2S+1   3

Each line ends with the Löwdin spin population.
Positions of all 7 atoms, in Å:
C: 0.122584 1.356545 -0.155169  0.588
C: -0.485467 -0.936310 0.101617  0.784
F: -0.885133 2.116403 -0.357194  0.133
S: 1.613736 1.648579 0.068525  0.308
I: 1.393054 -1.931448 -0.145673  0.106
H: -0.699734 -0.890300 1.119785  0.040
H: -1.059039 -1.363470 -0.631889  0.042

Cartesian forces, eV/Å:
-0.04 0.82 -0.49
2.86 -2.64 0.18
-1.25 0.98 -0.16
1.75 0.70 0.42
-0.65 0.17 0.12
-0.70 0.42 1.37
-1.96 -0.45 -1.44

***

# 7
C2H2FN3 in the gas phase, computed with wB97M-V/def2-TZVPD.

Summary:
HOMO level   -8.8 eV
F_max   0.1172 Eh/bohr
HOMO-LUMO gap   9.3 eV
SMILES   Fc1nnc[nH]1
Energy relative to the best compared isomer or geometry (same formula, charge and spin)   171.9 kJ/mol
E_tot   -9291.6344 eV

Each line ends with the Löwdin charge.
Positions of all 8 atoms, in Å:
C: 0.416185 0.847628 -0.559037  -0.212
C: -0.543039 -0.830357 0.483142  -0.253
N: -0.755054 0.767683 -1.125089  -0.096
N: -1.501398 -0.152029 -0.674364  0.053
N: 0.557348 -0.110453 0.416102  0.112
F: -0.737727 -1.848142 1.278786  0.127
H: 1.187166 1.542513 -0.813544  0.102
H: 1.376521 -0.216843 0.994004  0.167

Cartesian forces, eV/Å:
0.33 0.23 -0.02
-3.11 2.40 -3.99
0.93 1.18 -0.61
1.48 -3.86 4.39
0.07 -0.29 0.31
0.13 0.28 -0.10
0.18 0.12 0.04
-0.02 -0.07 -0.01

***

# 8
C2H2FN3O in the gas phase, computed with wB97M-V/def2-TZVPD.

Summary:
HOMO level   -10.6 eV
F_max   0.1303 Eh/bohr
HOMO-LUMO gap   9.5 eV
SMILES   O[C@]1(F)C=NN=N1
Energy relative to the best compared isomer or geometry (same formula, charge and spin)   297.1 kJ/mol
E_tot   -11337.4587 eV

Each line ends with the Löwdin charge.
Positions of all 9 atoms, in Å:
C: -0.006876 -1.084763 -0.750660  -0.040
C: 0.114543 -0.575311 0.625248  -0.444
N: -1.193464 -1.522287 -0.902066  0.071
N: -1.321754 -0.781930 1.130781  0.086
N: -1.931911 -1.284574 0.259691  -0.020
O: -0.196586 1.067227 0.586292  -0.031
F: 1.155271 -0.763282 1.319111  0.196
H: 0.653608 -1.413401 -1.539297  0.128
H: -0.455664 1.130000 1.512201  0.053

Cartesian forces, eV/Å:
-0.79 -1.24 -0.18
-3.32 5.61 -1.57
0.65 -0.71 -1.61
3.51 0.18 3.59
-3.54 -0.79 -1.84
1.55 -3.54 -0.34
1.49 -0.79 1.57
0.66 0.82 0.23
-0.22 0.46 0.15

***

# 9
A 2-piece molecular cluster, C2H2FN3S overall, computed with wB97M-V/def2-TZVPD.

Summary:
HOMO level   -9.3 eV
F_max   0.0973 Eh/bohr
HOMO-LUMO gap   8.2 eV
Energy relative to the best compared isomer or geometry (same formula, charge and spin)   357.7 kJ/mol
E_tot   -20124.4701 eV

Each line ends with the Löwdin charge.
Positions of all 9 atoms, in Å:
C: 1.398140 0.018108 -0.146554  -0.101
C: -0.921241 -1.507916 -0.141908  -0.942
N: 0.737004 1.040906 -0.191311  -0.075
N: -1.569606 -0.594442 0.361783  0.109
N: -0.206044 1.737304 0.079886  0.057
F: 2.409782 -0.377845 -0.895951  0.084
S: -0.327949 -2.844219 -0.546085  0.748
H: -1.294192 0.361575 0.432308  -0.010
H: -0.225890 2.166532 1.047835  0.130

Cartesian forces, eV/Å:
0.24 -0.53 -1.24
-2.62 3.51 2.41
2.48 -1.23 0.67
0.77 -2.61 -1.09
-2.63 1.89 1.33
-0.40 0.71 0.69
1.23 -2.53 -1.19
-0.06 0.87 -0.22
0.99 -0.08 -1.38

***

# 10
A 3-piece molecular cluster, C2H2FNO2 overall, computed with wB97M-V/def2-TZVPD.

Summary:
HOMO level   -11.0 eV
F_max   0.0469 Eh/bohr
HOMO-LUMO gap   11.4 eV
Energy relative to the best compared isomer or geometry (same formula, charge and spin)   65.7 kJ/mol
E_tot   -10408.5024 eV

Each line ends with the Löwdin charge.
Positions of all 8 atoms, in Å:
C: 0.557564 -0.347165 0.144061  -0.402
C: -3.286954 0.320732 -0.177042  0.049
N: -0.409748 -0.303427 -0.567515  0.177
O: 1.517514 -0.584668 0.780087  0.109
O: -4.233176 -0.143023 0.222604  0.096
F: 3.646608 0.810186 -0.250410  -0.086
H: 3.633892 0.259834 0.501195  0.067
H: -1.425698 -0.012466 -0.652982  -0.008

Cartesian forces, eV/Å:
-0.96 -0.84 -0.19
-0.96 -0.46 0.28
-0.73 0.56 -0.02
-0.30 0.48 -0.19
0.58 0.43 -0.24
0.25 -0.08 0.23
-0.23 0.17 -0.34
2.35 -0.27 0.48